Below is a structure of composition C20H21BO18P2S in a non-equilibrium geometry, with properties calculated with ωB97M-V with the def2-TZVPD basis set.

Summary:
HOMO-LUMO gap   7.08 eV
Largest force on an atom   0.0670 hartree/bohr
HOMO energy   -0.3239 hartree

Structure (XYZ):
```
63
C20H21BO18P2S (ωB97M-V with the def2-TZVPD basis set)
C 2.821 -3.082 1.546
C 2.413 -1.564 1.327
O 0.982 -1.399 1.348
B 0.359 -1.692 0.120
O 1.116 -2.212 -0.983
O -1.022 -1.459 -0.136
P -1.953 -1.541 1.245
O -1.835 -2.898 1.898
O -1.519 -0.407 2.395
O -3.510 -1.117 0.792
P -4.626 -2.392 1.007
S -6.370 -1.564 1.372
H 3.898 -3.158 1.842
H 2.706 -3.645 0.588
H 2.165 -3.545 2.332
H 2.798 -1.026 2.240
H 2.929 -1.095 0.456
H 1.629 -1.458 -1.319
H -0.808 -0.783 2.949
H -4.792 -3.114 -0.224
H -4.319 -3.236 2.104
C 2.348 -1.548 -5.941
C 2.658 -2.329 -6.978
C 2.526 -3.814 -6.904
O 2.802 -4.487 -7.879
C 2.068 -4.402 -5.644
C 1.761 -3.620 -4.605
C 1.868 -2.135 -4.690
O 1.560 -1.465 -3.723
O 1.340 -4.139 -3.431
O 3.104 -1.813 -8.141
H 2.437 -0.471 -5.983
H 1.993 -5.479 -5.597
H 1.181 -3.373 -2.842
H 3.254 -2.580 -8.724
C 0.336 2.042 4.142
C 0.827 3.282 4.207
C 1.007 3.983 5.512
O 1.476 5.105 5.527
C 0.602 3.280 6.731
C 0.107 2.042 6.666
C -0.047 1.332 5.363
O -0.485 0.196 5.350
O -0.275 1.376 7.775
O 1.184 3.958 3.096
H 0.202 1.524 3.202
H 0.721 3.805 7.669
H -0.592 0.510 7.461
H 1.507 4.822 3.410
C -2.313 2.734 -2.583
C -1.815 3.969 -2.506
C -1.636 4.658 -1.195
O -1.161 5.778 -1.171
C -2.050 3.950 0.016
C -2.552 2.714 -0.057
C -2.705 2.013 -1.370
O -3.148 0.882 -1.399
O -2.939 2.051 1.056
O -1.449 4.653 -3.611
H -2.445 2.223 -3.527
H -1.931 4.468 0.958
H -3.266 1.184 0.747
H -1.123 5.512 -3.286
```